#P
DFT (the ωB97M-V functional and the def2-TZVPD basis) results for a structure of composition C4H10N4.

Geometry as ORCA input:
```
! RIJCOSX wB97M-V def2-TZVPD def2/J DEFGRID3
* xyz 0 1
C 2.45560 -1.51048 -0.76523
C 0.21889 -1.23561 -0.23854
C -1.21261 -1.75079 0.10230
C -0.49248 0.87966 0.29658
H 2.32300 -0.35054 -0.89147
H 3.21952 -1.83188 0.06065
H 2.67993 -1.74471 -1.76302
H -1.27211 -2.75603 -0.51524
H -1.89257 -0.95461 -0.58822
H -1.57460 -1.52480 1.13242
H -1.38455 0.06386 0.61637
H 0.19732 2.53359 -0.09937
H -2.13508 1.91718 1.74010
H -2.15591 3.32268 0.05608
N 1.12599 -2.03394 -0.47486
N 0.56593 0.33545 -0.08982
N -0.67014 2.14396 0.10446
N -1.56767 2.84433 1.01466
*
```

Properties
LUMO level	0.304	eV
HOMO-LUMO gap	8.9	eV
HOMO energy	-8.58	eV

=====

#Q
DFT (the ωB97M-V functional and the def2-TZVPD basis) results for an isolated molecule of C4H10N4.

Geometry as ORCA input:
```
! RIJCOSX wB97M-V def2-TZVPD def2/J DEFGRID3
* xyz 0 1
C 1.12292 -2.41763 0.91150
N 1.53332 -1.29730 1.58888
N 0.83242 -0.26604 1.27852
C -0.38935 -0.20072 0.48278
C -0.58041 1.25602 0.08965
N 0.33277 2.30726 0.43586
C -0.16501 0.15865 -1.00903
N -1.21725 -0.15379 -2.15933
H 0.44729 -2.34581 -0.13776
H 1.56514 -3.50938 1.43432
H 1.22940 0.62016 1.90191
H -1.20932 -0.86218 0.55904
H -1.59907 1.69295 -0.18567
H 0.34632 3.06443 -0.29656
H -0.07371 2.78805 1.12402
H 0.90068 0.32767 -1.12995
H -0.93314 -1.01121 -2.91656
H -2.14297 -0.15115 -1.97161
*
```

Properties
LUMO level	0.927	eV
HOMO-LUMO gap	8.6	eV
HOMO energy	-7.64	eV

=====

#R
DFT (the ωB97M-V functional and the def2-TZVPD basis) results for an isolated molecule of C4H10N4.

Geometry as ORCA input:
```
! RIJCOSX wB97M-V def2-TZVPD def2/J DEFGRID3
* xyz 0 1
H -1.16928 1.28208 0.08674
N -2.23288 1.13243 -0.11589
C -2.26249 0.21554 -0.96235
N -1.32153 -0.51816 -1.70305
C 0.02065 -0.56509 -1.56863
N 0.93883 -0.08148 -0.77141
N 1.09066 0.11117 0.58017
C 0.22974 -0.68460 1.45450
C 2.15635 0.98910 0.94374
H -3.21498 -0.23986 -1.15843
H -1.74185 -1.01779 -2.45687
H 0.37793 -1.20357 -2.41223
H -0.88206 -0.69398 1.21250
H 0.46982 -0.52677 2.59800
H 0.54956 -1.69645 1.16483
H 2.09245 0.80153 2.08122
H 3.03432 0.67967 0.38688
H 1.86478 2.01621 0.64028
*
```

Properties
LUMO level	0.693	eV
HOMO-LUMO gap	7.6	eV
HOMO energy	-6.90	eV

=====

Least stable = #P

=====

#P
DFT (the ωB97M-V functional and the def2-TZVPD basis) results for a structure of composition C4H10N4.

Geometry as ORCA input:
```
! RIJCOSX wB97M-V def2-TZVPD def2/J DEFGRID3
* xyz 0 1
C -1.44674 -0.45885 -0.33484
C -0.75510 0.70121 0.43965
C -0.06889 0.02331 -0.87504
C 2.44058 0.61799 0.25241
H -1.18215 -1.48590 1.85890
H -2.21623 -2.57432 0.22068
H -2.47846 -0.11133 -0.58235
H -0.51144 0.53530 1.64642
H -0.38453 2.57200 0.47270
H -1.28656 2.16221 -1.01378
H -0.04500 0.74761 -1.66968
H 0.38329 -1.74235 -0.28150
H 2.01944 1.52604 -0.39235
H 3.19223 0.75203 1.26506
N -1.27151 -1.68374 0.46098
N -1.36488 2.06307 0.17371
N 0.96301 -0.91382 -0.60875
N 1.88628 -0.56311 0.20018
*
```

Properties
LUMO level	0.286	eV
HOMO-LUMO gap	8.7	eV
HOMO energy	-8.37	eV

=====

#Q
DFT (the ωB97M-V functional and the def2-TZVPD basis) results for a structure of composition C4H10N4.

Geometry as ORCA input:
```
! RIJCOSX wB97M-V def2-TZVPD def2/J DEFGRID3
* xyz 0 1
C -2.14693 0.76346 0.23080
C -1.96209 -0.61893 -0.33807
C 0.12208 -1.50228 0.39337
C 2.56506 -0.62156 -0.16586
H -3.33243 0.97175 0.21321
H -1.76249 1.76238 -0.04581
H -1.73020 0.44904 1.42321
H -2.46723 -0.75323 -1.41046
H -2.55201 -1.28831 0.35497
H 0.08136 -2.49871 0.99877
H 3.57453 -1.09712 -0.54493
H 3.15510 1.43945 0.05232
H 0.33878 0.84818 -0.64592
H 1.51127 2.55276 -0.23935
N -0.59436 -0.80431 -0.42721
N 1.65515 -1.60723 0.05385
N 2.47165 0.69089 0.05898
N 1.07279 1.31376 0.03813
*
```

Properties
LUMO level	0.603	eV
HOMO-LUMO gap	8.8	eV
HOMO energy	-8.15	eV

=====

#R
DFT (the ωB97M-V functional and the def2-TZVPD basis) results for an isolated molecule of C4H10N4.

Geometry as ORCA input:
```
! RIJCOSX wB97M-V def2-TZVPD def2/J DEFGRID3
* xyz 0 1
H 1.47683 0.68238 1.29885
N 2.24218 0.92392 0.68680
C 2.24536 0.03700 -0.25112
N 1.22600 -0.88933 -0.52454
N 0.22873 -1.08048 0.51948
C -0.98683 -1.75038 0.12089
C -1.03220 -0.35328 0.53067
C -1.25655 0.79251 -0.44825
N -0.77707 2.11055 -0.14627
H 2.98149 0.06627 -1.07052
H 1.61313 -1.74238 -0.89950
H -1.05508 -1.96989 -0.96412
H -1.32122 -2.50598 0.77337
H -1.37573 -0.08518 1.51540
H -2.36606 0.84918 -0.43432
H -0.98117 0.46110 -1.42941
H 0.24242 2.04057 -0.09241
H -1.10423 2.41343 0.81500
*
```

Properties
LUMO level	0.935	eV
HOMO-LUMO gap	9.6	eV
HOMO energy	-8.67	eV

=====

Least stable = #P

=====

#P
DFT (the ωB97M-V functional and the def2-TZVPD basis) results for an isolated molecule of C5H6N2S.

Geometry as ORCA input:
```
! RIJCOSX wB97M-V def2-TZVPD def2/J DEFGRID3
* xyz 0 1
C -2.06328 0.75254 -0.26323
C -1.38411 -0.53979 -0.06628
S -2.17268 -1.92469 -0.25846
N -0.04484 -0.33098 0.10952
C 0.68734 -1.11602 0.75899
N 1.95595 -1.49328 0.30299
C 2.40322 -0.77833 -0.92803
C 3.09263 -0.61835 0.12066
H -3.16732 1.03640 -0.13440
H -1.94402 0.80274 -1.34141
H -1.41635 1.44292 0.20076
H 0.28609 -1.79042 1.51684
H 1.99715 -0.64224 -1.93452
H 3.89194 -0.23024 0.73636
*
```

Properties
LUMO level	0.001	eV
HOMO-LUMO gap	8.3	eV
HOMO energy	-8.25	eV

=====

#Q
DFT (the ωB97M-V functional and the def2-TZVPD basis) results for an isolated molecule of C5H6N2S.

Geometry as ORCA input:
```
! RIJCOSX wB97M-V def2-TZVPD def2/J DEFGRID3
* xyz 0 1
C -1.53037 1.16731 0.25973
C -0.09154 0.88801 0.16994
C 0.52610 -0.30939 -0.02848
C -0.07397 -1.63937 -0.26134
C 1.93951 0.00645 -0.08627
S 3.12774 -1.05457 -0.21438
N 2.06542 1.36646 0.21190
N 0.89844 1.80483 0.34384
H -1.84716 2.19267 0.61420
H -2.08126 0.45352 0.84158
H -1.94857 1.04718 -0.79978
H -0.68607 -1.95791 0.58704
H 0.44869 -2.44324 -0.64050
H -0.74694 -1.52194 -0.99747
*
```

Properties
LUMO level	-2.320	eV
HOMO-LUMO gap	6.9	eV
HOMO energy	-9.26	eV

=====

#R
DFT (the ωB97M-V functional and the def2-TZVPD basis) results for an isolated molecule of C5H6N2S.

Geometry as ORCA input:
```
! RIJCOSX wB97M-V def2-TZVPD def2/J DEFGRID3
* xyz 0 1
C 3.28921 0.25115 0.49292
C 2.38374 -0.35757 0.01835
C 1.27255 -1.00287 -0.54237
C -0.07122 -0.70973 -0.32093
N -0.41424 0.60692 0.20298
C -1.63690 1.21740 -0.22750
N -2.85104 0.73728 -0.24018
S -3.13235 -0.78525 0.31819
H 3.93180 0.86399 1.17510
H 1.42888 -2.09117 -0.87546
H -1.05039 -1.25550 -0.48794
H 0.44449 1.14021 0.08151
H -1.48357 2.21567 -0.87981
H -2.11097 -0.83055 1.28515
*
```

Properties
LUMO level	0.520	eV
HOMO-LUMO gap	8.9	eV
HOMO energy	-8.41	eV

=====

#S
DFT (the ωB97M-V functional and the def2-TZVPD basis) results for an isolated molecule of C5H6N2S.

Geometry as ORCA input:
```
! RIJCOSX wB97M-V def2-TZVPD def2/J DEFGRID3
* xyz 0 1
C 1.19113 0.63482 -0.84104
C 0.34319 0.30691 0.20248
C 0.83796 -0.87138 0.69820
C -0.94055 0.92272 0.51703
C -1.63968 -0.73737 -1.39174
N 2.07514 -1.04598 0.15644
N 2.14052 -0.25051 -0.90091
S -2.34068 -0.22744 -0.01182
H 1.08621 1.51522 -1.46947
H -0.92666 1.05945 1.68333
H -1.02123 1.78781 -0.07814
H -2.16170 -1.48939 -2.04766
H 0.77053 -1.57265 1.55493
H 2.88751 -0.35418 -1.56806
*
```

Properties
LUMO level	0.099	eV
HOMO-LUMO gap	8.3	eV
HOMO energy	-8.22	eV

=====

Least stable = #P

=====

#P
DFT (the ωB97M-V functional and the def2-TZVPD basis) results for a structure of composition C5H11N3.

Geometry as ORCA input:
```
! RIJCOSX wB97M-V def2-TZVPD def2/J DEFGRID3
* xyz 0 1
C 0.46718 -0.28942 -2.09491
C 0.58829 1.55722 -0.47210
N 0.10210 0.21072 -0.77375
N -1.59312 0.10967 -0.11798
C -1.04449 -0.34331 1.06814
C 0.35380 -0.87792 0.59710
C -1.36034 -0.04100 2.32355
N 1.48456 -0.72605 1.28750
H -1.92115 -0.67651 -0.68504
H 1.88954 -1.63174 1.51953
H 0.17292 -1.85479 0.11416
H 1.50190 -0.05963 -2.36358
H -0.18752 0.14968 -2.85038
H 0.36534 -1.37518 -2.12501
H -0.05675 2.30342 -0.93768
H 1.62427 1.69714 -0.78381
H 0.58556 1.73516 0.60126
H -2.27265 0.48315 2.57603
H -0.69945 -0.37060 3.11700
*
```

Properties
LUMO level (alpha / beta)	0.114 / 0.115	eV
HOMO-LUMO gap (alpha / beta)	7.4 / 7.4	eV
HOMO energy (alpha / beta)	-7.29 / -7.29	eV

=====

#Q
DFT (the ωB97M-V functional and the def2-TZVPD basis) results for an isolated molecule of C5H11N3.

Geometry as ORCA input:
```
! RIJCOSX wB97M-V def2-TZVPD def2/J DEFGRID3
* xyz 0 1
H 2.28243 1.75343 1.40174
N 1.97728 0.79130 1.24064
C 1.03660 0.73730 0.36956
C 1.06271 0.63151 -1.10404
C -0.24992 0.34973 -0.45762
C -1.41696 1.25373 -0.75051
C -0.49951 -1.08074 -0.07178
N 0.78977 -1.43238 0.58865
N -1.53265 -1.25328 0.89383
H 1.68188 -0.14708 -1.54637
H 1.16195 1.58192 -1.61523
H -1.09073 2.29724 -0.81848
H -2.17571 1.20660 0.03501
H -1.89761 0.97920 -1.69723
H -0.67057 -1.73628 -0.93450
H 1.49070 -1.86109 -0.01558
H 0.90488 -1.14040 1.56050
H -1.31954 -0.70862 1.72342
H -1.53500 -2.22211 1.19798
*
```

Properties
LUMO level	0.787	eV
HOMO-LUMO gap	7.9	eV
HOMO energy	-7.12	eV

=====

#R
DFT (the ωB97M-V functional and the def2-TZVPD basis) results for an isolated molecule of C5H11N3.

Geometry as ORCA input:
```
! RIJCOSX wB97M-V def2-TZVPD def2/J DEFGRID3
* xyz 0 1
C -0.36311 1.96849 1.29703
N -0.71496 0.82090 0.43720
C -0.12631 0.84554 -0.98117
N 0.31398 1.87047 -1.56729
H -1.74029 0.74772 0.39012
H 0.50105 2.67100 -0.96910
H -0.40060 -0.05909 -1.51633
H -0.89965 1.87546 2.23814
H -0.60457 2.91545 0.81590
H 0.70572 1.92283 1.49897
C 1.02334 -0.87319 0.36040
C 0.92517 -1.94599 -0.57312
C -0.19991 -2.54692 -1.02948
N -0.08571 -0.49051 1.13418
H -0.84292 -1.17164 1.07842
H 1.98413 -0.63828 0.79899
H 1.87000 -2.24340 -1.02061
H -1.18777 -2.31935 -0.64183
H -0.15760 -3.34949 -1.75041
*
```

Properties
LUMO level	0.462	eV
HOMO-LUMO gap	6.8	eV
HOMO energy	-6.33	eV

=====

Least stable = #P

=====

#P
DFT (the ωB97M-V functional and the def2-TZVPD basis) results for an isolated molecule of C4H12NOP.

Geometry as ORCA input:
```
! RIJCOSX wB97M-V def2-TZVPD def2/J DEFGRID3
* xyz 0 1
C 2.28213 -0.70331 -0.45741
C 1.31304 -0.30402 0.63549
N 0.61714 0.88574 0.10512
P -1.13155 0.97724 0.07704
C -1.37675 0.16001 -1.62025
C -1.72650 -0.29218 1.33937
O -1.62309 2.30638 0.31215
H 2.90158 0.12380 -0.96662
H 3.14666 -1.42406 -0.16780
H 1.87901 -1.15386 -1.31087
H 0.64878 -1.18807 0.79058
H 1.72118 -0.09925 1.63602
H 0.91495 1.78189 0.66231
H -1.20535 0.91888 -2.38537
H -0.67883 -0.71580 -1.49316
H -2.45413 0.05409 -1.81143
H -1.12304 0.09475 2.15112
H -2.73988 -0.11437 1.32971
H -1.36534 -1.30785 1.17401
*
```

Properties
LUMO level	0.834	eV
HOMO-LUMO gap	10.3	eV
HOMO energy	-9.48	eV

=====

#Q
DFT (the ωB97M-V functional and the def2-TZVPD basis) results for a cluster of 2 separate species, C4H12NOP in total.

Geometry as ORCA input:
```
! RIJCOSX wB97M-V def2-TZVPD def2/J DEFGRID3
* xyz 0 1
C -0.18073 -2.20418 -1.96279
C 2.00859 -0.33438 0.40746
C -1.52758 0.68216 1.96288
C -0.27033 1.95086 -0.29885
N -0.29386 -0.83119 -1.90214
O 0.79338 -0.01190 1.19238
P -0.56509 0.35252 0.37868
H 0.60096 -2.84482 -1.50234
H -0.13308 -2.42568 -3.07376
H -1.25995 -2.42765 -1.70354
H 2.52843 0.64840 0.32832
H 1.59723 -0.69639 -0.54293
H 2.72285 -0.87273 1.01891
H -2.47771 1.31387 1.63097
H -1.97418 -0.12836 2.50566
H -0.92863 1.09467 2.83657
H -1.18545 2.45023 -0.46144
H 0.33792 2.46387 0.43714
H 0.20723 1.82070 -1.25120
*
```

Properties
LUMO level (alpha / beta)	-0.190 / 0.306	eV
HOMO-LUMO gap (alpha / beta)	7.8 / 7.7	eV
HOMO energy (alpha / beta)	-7.95 / -7.35	eV

=====

Least stable = #Q

=====

#P
DFT (the ωB97M-V functional and the def2-TZVPD basis) results for the ion C5H8N with charge +1.

Geometry as ORCA input:
```
! RIJCOSX wB97M-V def2-TZVPD def2/J DEFGRID3
* xyz 1 1
C -0.06152 1.18572 -0.36115
C -0.81613 0.00714 -0.29438
C -1.19709 -1.19036 -0.51289
C 1.31533 1.06787 -0.42152
C -1.83706 -2.13156 0.38603
N 1.75076 2.53148 -0.52873
H -0.56122 2.18593 -0.57078
H -1.10416 -1.42027 -1.60270
H -1.58155 -2.04425 1.49497
H -1.47792 -3.23252 0.19815
H -2.96903 -2.08579 0.26027
H 2.63154 2.59778 0.01631
H 0.94042 3.08748 -0.22788
H 1.82123 2.67395 -1.58970
*
```

Properties
LUMO level	-5.598	eV
HOMO-LUMO gap	8.5	eV
HOMO energy	-14.07	eV

=====

#Q
DFT (the ωB97M-V functional and the def2-TZVPD basis) results for the ion C5H8N with charge +1.

Geometry as ORCA input:
```
! RIJCOSX wB97M-V def2-TZVPD def2/J DEFGRID3
* xyz 1 1
C 0.08535 1.43304 2.31148
C 1.07466 1.47078 1.53517
C 0.30960 -0.16425 -0.03079
C 0.71055 -1.48121 -0.68585
C -1.06470 0.38603 -0.42412
N 1.13316 0.41234 0.69467
H -0.16543 0.85961 3.20997
H 1.69775 2.30576 1.18158
H 1.71493 -1.49465 -1.16661
H -0.11944 -1.81585 -1.22610
H 1.01311 -2.07183 0.14479
H -1.38984 -0.32553 -1.12859
H -0.83488 1.32380 -0.87073
H -1.53445 0.48658 0.52950
*
```

Properties
LUMO level (alpha / beta)	-7.093 / -7.088	eV
HOMO-LUMO gap (alpha / beta)	7.9 / 7.9	eV
HOMO energy (alpha / beta)	-14.95 / -14.95	eV

=====

Least stable = #Q